Record 1
C32H56N8 | ωB97M-V/def2-TZVPD

```
! wB97M-V def2-TZVPD RIJCOSX def2/J DEFGRID3
* xyz 0 1
C -3.483 -2.939 2.241
C -3.006 -4.269 1.646
C -2.657 -5.281 2.745
C -1.629 -4.767 3.665
N -0.831 -4.372 4.391
H -3.966 -2.336 1.468
H -2.649 -2.351 2.631
H -4.193 -3.052 3.063
H -2.086 -4.077 1.095
H -3.783 -4.685 1.010
H -2.182 -6.179 2.329
H -3.519 -5.600 3.329
C -2.391 3.210 -1.580
C -3.762 3.565 -0.992
C -4.884 3.559 -2.049
C -5.046 4.892 -2.647
N -5.159 5.945 -3.084
H -1.663 2.919 -0.828
H -2.001 4.076 -2.125
H -2.491 2.429 -2.339
H -3.677 4.541 -0.517
H -4.012 2.844 -0.214
H -5.835 3.230 -1.638
H -4.584 2.908 -2.873
C 1.752 -3.778 -6.210
C 2.431 -2.852 -5.218
C 1.524 -2.167 -4.181
C 0.845 -3.147 -3.329
N 0.288 -3.907 -2.671
H 2.348 -3.847 -7.121
H 0.770 -3.395 -6.505
H 1.609 -4.797 -5.855
H 2.993 -2.060 -5.723
H 3.219 -3.369 -4.658
H 0.709 -1.600 -4.640
H 2.154 -1.493 -3.602
C 3.143 4.794 -1.572
C 3.489 4.128 -2.905
C 2.364 3.245 -3.420
C 2.332 1.962 -2.728
N 2.322 0.958 -2.181
H 3.195 4.081 -0.745
H 2.133 5.203 -1.577
H 3.879 5.565 -1.355
H 4.383 3.517 -2.774
H 3.709 4.906 -3.635
H 2.429 3.035 -4.488
H 1.395 3.722 -3.248
C 3.775 -2.456 -1.266
C 4.966 -3.129 -0.601
C 4.953 -4.645 -0.745
C 4.955 -5.017 -2.156
N 4.973 -5.306 -3.269
H 2.855 -3.024 -1.125
H 3.946 -2.331 -2.334
H 3.653 -1.474 -0.807
H 5.060 -2.862 0.453
H 5.890 -2.737 -1.038
H 4.081 -5.085 -0.260
H 5.830 -5.096 -0.276
C 2.017 1.117 6.318
C 1.161 0.515 5.216
C 1.690 0.825 3.814
C 1.959 2.238 3.614
N 2.148 3.358 3.474
H 1.689 0.773 7.303
H 1.937 2.205 6.363
H 3.071 0.850 6.214
H 0.145 0.909 5.326
H 1.079 -0.561 5.362
H 0.996 0.457 3.059
H 2.598 0.232 3.676
C -1.361 0.079 0.517
C -0.149 -0.313 -0.354
C 0.264 -1.777 -0.170
C 0.867 -1.981 1.156
N 1.312 -2.088 2.207
H -1.749 -0.758 1.096
H -2.144 0.429 -0.160
H -1.156 0.916 1.186
H 0.708 0.316 -0.132
H -0.416 -0.200 -1.403
H 1.020 -2.055 -0.898
H -0.578 -2.469 -0.217
C -3.172 4.277 2.627
C -3.687 3.081 3.438
C -4.360 2.019 2.572
C -5.600 2.448 1.944
N -6.552 2.785 1.397
H -2.764 5.015 3.324
H -3.975 4.756 2.072
H -2.323 3.994 2.003
H -4.391 3.445 4.187
H -2.842 2.618 3.948
H -4.605 1.142 3.180
H -3.702 1.652 1.780
*
```

Electronic energy: -1690.8903 Eh
Energy above the lowest of the compared OMol25 structures with the same formula, charge and spin: 44.2 kJ/mol
E_LUMO: 0.20 eV
SMILES: CCCC#N.CCCC#N.CCCC#N.CCCC#N.CCCC#N.CCCC#N.CCCC#N.CCCC#N
HOMO-LUMO gap: 11.630 eV

***

Record 2
C8H19Cl2N | ωB97M-V/def2-TZVPD

```
! wB97M-V def2-TZVPD RIJCOSX def2/J DEFGRID3
* xyz 0 1
C 0.881 -2.261 -1.416
C 1.304 -0.640 -1.375
N 0.266 0.222 -0.642
C 0.674 1.380 -0.007
C 1.698 2.121 -0.642
C -0.872 0.424 -1.492
C -2.133 0.665 -0.699
H 0.098 -2.476 -2.010
H 0.473 -2.689 -0.488
H 1.635 -2.873 -1.738
H 1.473 -0.172 -2.419
H 2.242 -0.730 -0.602
H 1.390 0.951 0.804
H -0.071 1.808 0.614
H 2.377 1.954 -1.404
H 2.233 2.681 0.081
H 1.123 2.889 -0.977
H -1.052 -0.506 -2.170
H -0.533 1.329 -2.163
H -2.187 -0.053 0.135
H -3.139 0.570 -1.176
H -2.167 1.709 -0.439
Cl 0.622 0.595 3.508
C -0.901 -0.075 2.855
C -0.697 -1.413 1.996
Cl -0.382 -2.723 3.071
H -1.614 0.706 2.283
H -1.232 -0.448 3.679
H 0.194 -1.294 1.274
H -1.716 -1.644 1.572
*
```

Electronic energy: -1291.1683 Eh
Energy above the lowest of the compared OMol25 structures with the same formula, charge and spin: 32.9 kJ/mol
E_LUMO: 0.82 eV
SMILES: CCN(CC)CC.ClCCCl
HOMO-LUMO gap: 8.840 eV

***

Record 3
CH4Br2Si | ωB97M-V/def2-TZVPD

```
! wB97M-V def2-TZVPD RIJCOSX def2/J DEFGRID3
* xyz 0 1
C 0.695 0.304 -0.497
Si -0.766 -0.466 0.359
Br 1.704 1.630 0.750
Br 1.922 -0.914 -1.165
H 0.175 1.091 -1.474
H -0.436 -0.376 1.727
H -1.317 -1.791 -0.132
H -1.977 0.522 0.433
*
```

Electronic energy: -5477.9439 Eh
Energy above the lowest of the compared OMol25 structures with the same formula, charge and spin: 364.3 kJ/mol
E_LUMO: -0.15 eV
HOMO-LUMO gap: 10.113 eV

***

Record 4
C47H50Cl6CoN6O2SSb | ωB97M-V/def2-TZVPD

```
! wB97M-V def2-TZVPD RIJCOSX def2/J DEFGRID3
* xyz 1 4
Co -0.321 0.310 0.220
Cl 0.739 4.046 6.376
C 0.762 3.235 4.835
C 0.076 2.059 4.697
Cl -0.738 1.329 6.038
C 0.069 1.407 3.442
Cl -0.859 0.009 3.158
C 0.862 1.891 2.406
O 0.895 1.356 1.211
C 1.525 3.132 2.558
Cl 2.353 3.711 1.175
C 1.454 3.836 3.781
Cl 2.348 5.293 4.073
C 6.192 -0.568 0.189
C 4.791 -1.093 -0.068
C 4.480 -0.781 -1.495
C 3.800 -0.240 0.807
C 4.750 -2.661 0.172
O 5.657 -3.276 -0.727
C 5.246 -3.084 1.573
C 4.528 -3.019 2.946
C 4.452 -1.643 3.594
C 5.561 -0.820 3.738
C 5.456 0.437 4.320
C 4.236 0.903 4.748
Cl 4.086 2.406 5.612
C 3.105 0.064 4.700
C 3.212 -1.222 4.139
C 3.455 -3.313 -0.381
N 2.150 -2.826 0.151
C 1.262 -2.071 -0.493
N 0.294 -1.676 0.306
C 0.610 -2.337 1.472
N 1.706 -3.018 1.382
H 6.282 0.408 -0.228
H 6.924 -1.213 -0.171
H 6.393 -0.428 1.233
H 4.624 0.300 -1.769
H 3.442 -0.924 -1.717
H 5.158 -1.303 -2.151
H 2.756 -0.341 0.599
H 4.034 0.817 0.763
H 3.863 -0.545 1.872
H 6.473 -3.510 -0.290
H 6.273 -2.700 1.681
H 5.436 -4.169 1.392
H 5.201 -3.642 3.519
H 3.585 -3.461 2.912
H 6.540 -1.115 3.398
H 6.293 1.101 4.241
H 2.248 0.444 5.111
H 2.333 -1.875 4.040
H 3.525 -4.388 -0.326
H 3.417 -3.031 -1.436
H 1.412 -1.750 -1.521
H 0.026 -2.300 2.370
S 0.353 0.857 -2.109
Sb -1.726 0.690 -3.095
C -2.798 -1.051 -2.653
C -3.980 -1.334 -3.349
C -4.576 -2.569 -3.161
C -3.992 -3.553 -2.382
C -2.771 -3.305 -1.762
C -2.200 -2.079 -1.934
C -1.215 0.427 -5.140
C -1.990 0.986 -6.164
C -1.772 0.649 -7.484
C -0.746 -0.281 -7.764
C 0.015 -0.850 -6.750
C -0.169 -0.474 -5.432
C -3.168 2.305 -2.957
C -4.408 2.035 -2.434
C -5.399 3.030 -2.401
C -5.094 4.332 -2.859
C -3.820 4.575 -3.369
C -2.902 3.559 -3.458
H -4.405 -0.645 -4.032
H -5.460 -2.786 -3.705
H -4.480 -4.537 -2.361
H -2.233 -4.100 -1.305
H -1.230 -1.875 -1.449
H -2.827 1.627 -5.891
H -2.404 1.039 -8.294
H -0.612 -0.626 -8.759
H 0.713 -1.612 -6.982
H 0.444 -0.770 -4.592
H -4.601 1.009 -2.169
H -6.405 2.843 -2.072
H -5.814 5.198 -2.756
H -3.537 5.612 -3.596
H -1.927 3.868 -3.877
C -5.414 -0.783 2.163
C -4.363 -1.667 1.534
N -3.372 -0.879 0.793
C -3.129 0.454 0.947
N -2.260 1.045 0.130
C -2.102 2.544 0.211
C -3.351 3.187 0.828
C -3.665 2.486 2.123
N -3.867 1.073 1.881
C -4.692 0.340 2.870
H -5.977 -1.348 2.964
H -6.116 -0.444 1.373
H -4.747 -2.361 0.771
H -3.860 -2.272 2.314
H -2.994 -1.298 -0.046
H -2.025 2.871 -0.853
H -1.177 2.833 0.760
H -4.186 3.095 0.144
H -3.088 4.237 1.009
H -4.511 2.918 2.609
H -2.851 2.586 2.798
H -5.467 1.026 3.290
H -4.085 0.011 3.708
*
```

Electronic energy: -7082.1945 Eh
Energy above the lowest of the compared OMol25 structures with the same formula, charge and spin: 26.8 kJ/mol
E_LUMO (spin up / spin down): -2.21 / -2.21 eV
Expectation value of S²: 3.76
HOMO-LUMO gap (spin up / spin down): 7.829 / 7.865 eV